71
Properties=species:S:1:pos:R:3:mulliken_charge:R:1 method="wB97M-V/def2-TZVPD" total_charge=+1 molar_mass_g_mol=484.9 energy_ev=-39735.5688 homo_lumo_gap_ev=4.07
Cd -2.08203 4.03446 -0.61033 0.923
C -1.67042 0.43015 -0.27933 -1.219
C -0.99130 1.34320 0.71921 1.630
O -0.84927 2.69905 0.34745 -0.435
H -1.14135 0.42621 -1.23476 -0.028
H -2.72106 0.69225 -0.41454 0.362
H -1.69288 -0.60256 0.07698 0.253
H 0.01436 0.95756 0.93571 -0.045
H -1.53621 1.23224 1.66411 -0.563
C -3.84013 -0.00764 2.88904 -0.745
C -4.47570 0.23012 4.24141 -0.431
O -3.85387 1.40097 4.80401 -0.550
H -4.00026 0.86774 2.26158 0.281
H -4.29270 -0.89754 2.45423 0.434
H -2.77150 -0.16848 3.04704 0.121
H -4.34021 -0.57828 4.96249 0.348
H -5.55167 0.40413 4.12955 0.296
H -4.10899 1.51905 5.72288 0.290
C -0.46382 -3.18239 1.69281 -0.785
C -1.81840 -3.25806 2.36625 -0.100
O -2.11266 -4.62092 2.61746 -0.531
H 0.32710 -3.45764 2.38315 0.404
H -0.31372 -2.15449 1.35163 0.029
H -0.47363 -3.83517 0.82136 0.319
H -2.60952 -2.77914 1.77111 0.147
H -1.81831 -2.70083 3.31628 0.224
H -2.98073 -4.69755 3.02264 0.301
C 3.30182 -2.46832 -0.62598 -1.484
C 2.66634 -1.13610 -0.93857 0.848
O 3.12011 -0.17529 0.02475 -0.552
H 3.25420 -2.65829 0.44562 0.403
H 4.36806 -2.44196 -0.86729 0.356
H 2.84935 -3.26696 -1.21198 0.359
H 1.56814 -1.20791 -0.85588 -0.297
H 2.87250 -0.80816 -1.96235 0.151
H 2.61337 0.63503 -0.11175 0.291
C 2.44881 2.41638 3.95812 -1.186
C 1.40771 3.36274 3.37606 0.380
O 1.69564 4.73100 3.62054 -0.565
H 2.35354 2.41385 5.04992 0.398
H 3.44676 2.78594 3.73214 0.329
H 2.25850 1.39593 3.63044 0.314
H 0.41325 3.15141 3.79347 0.122
H 1.33929 3.22154 2.29657 -0.037
H 1.93794 4.82578 4.54695 0.320
C 3.73475 -1.43442 -4.96593 -1.317
C 2.47355 -1.64827 -5.79564 0.632
C 1.26523 -1.01480 -5.15862 -0.768
O 1.03806 -1.59024 -3.89068 -0.239
C -0.19046 -1.20051 -3.35856 -0.844
N 2.64469 -1.08865 -7.14028 -0.717
H 3.91649 -0.36994 -4.80219 0.323
H 4.59150 -1.79916 -5.53970 0.433
H 3.68495 -1.98662 -4.03184 0.212
H 2.29081 -2.73444 -5.80606 0.193
H 0.37986 -1.13420 -5.79882 0.315
H 1.45217 0.06586 -5.05429 0.312
H -0.30529 -0.10767 -3.28091 0.281
H -0.26872 -1.62800 -2.35847 0.212
H -1.03405 -1.58040 -3.95316 0.412
H 3.54066 -1.42708 -7.48220 0.271
H 1.97276 -1.49855 -7.78331 0.262
O -3.37265 2.62694 -1.66255 -0.490
H -4.33164 2.71540 -1.77633 0.316
H -3.07948 2.00092 -2.34342 0.357
O -2.60502 3.20673 3.05365 -0.629
H -1.93366 2.67126 2.62300 0.282
H -2.98550 2.62076 3.73570 0.364
O 2.02344 2.46491 -0.25358 -0.698
H 2.23903 3.40071 -0.20207 0.296
H 1.11208 2.39639 0.06607 0.146